1.
C19H20N8O8S2W as an isolated structure in a non-equilibrium geometry, computed with the ωB97M-V functional and the def2-TZVPD basis.

The geometry in XYZ format:
```
58
C19H20N8O8S2W the ωB97M-V functional and the def2-TZVPD basis
W -1.13499 0.86136 0.42488
N 0.84496 -0.13259 0.43542
C 1.43263 -0.20542 1.78397
C 1.01620 1.02161 2.55109
O 1.62432 1.43075 3.51674
N -0.10643 1.60477 2.03328
C -0.53431 2.82910 2.68208
C -1.68738 3.37217 1.87505
O -2.18454 4.45247 2.02653
O -2.07711 2.51204 0.93635
H 0.78424 -1.10873 0.08492
H 1.48785 0.32401 -0.21076
H 2.51868 -0.27334 1.75432
H 1.05439 -1.10308 2.27213
H 0.27786 3.55452 2.74770
H -0.88339 2.65874 3.70458
N -5.24969 1.51484 -6.27700
C -4.25647 1.02293 -5.45454
C -4.58237 0.48969 -4.20097
C -3.60149 -0.04285 -3.39382
C -2.27851 -0.04824 -3.83464
C -1.93753 0.47734 -5.07353
C -2.92494 1.00644 -5.88001
S -1.04853 -0.70275 -2.79066
O -1.62792 -1.74738 -1.99299
O 0.13149 -0.95883 -3.55668
N -0.72968 0.48882 -1.69485
C -0.14483 1.66461 -2.02437
N 0.23890 2.06446 -3.23489
C 0.75261 3.28642 -3.28408
C 0.90174 4.11759 -2.17123
C 0.47146 3.61526 -0.96324
N -0.03625 2.38926 -0.89519
H -6.11787 1.77270 -5.83973
H -4.96517 2.13356 -7.01702
H -5.61363 0.49475 -3.87020
H -3.84103 -0.45177 -2.42082
H -0.90307 0.46176 -5.38631
H -2.66996 1.40876 -6.85292
H 1.07263 3.61825 -4.26578
H 1.31959 5.10877 -2.24860
H 0.52341 4.18648 -0.04396
S 1.44544 -3.27578 0.33988
C 0.04589 -4.18736 0.51440
N -1.11784 -3.76630 -0.04884
C -2.29557 -4.42537 0.03406
C -2.38015 -5.59767 0.70761
C -1.20844 -6.09682 1.32046
C -0.03073 -5.41543 1.23087
H -1.08070 -2.89182 -0.57124
H -3.12865 -3.94625 -0.45864
H -3.32287 -6.11843 0.77247
H -1.24498 -7.02968 1.86821
H 0.87480 -5.77650 1.69395
O -3.76652 -1.58666 -0.01755
N -3.31573 -0.65562 0.51044
O -3.03275 0.48064 -0.19334
O -1.64625 -0.72464 1.19451
```

Computed properties:
* 2S+1: 1
* net charge: 0
* highest occupied orbital energy (spin up / spin down): -7.96 / -7.96 eV

2.
One molecule with the formula C5H8N2 in a non-equilibrium geometry, computed with the ωB97M-V functional and the def2-TZVPD basis.

The geometry in XYZ format:
```
15
C5H8N2 the ωB97M-V functional and the def2-TZVPD basis
C 0.05064 -0.80215 -1.70192
C -0.61151 -0.56607 -0.38219
C 0.33220 -0.60831 0.82837
N -0.39545 0.24200 1.71054
C -0.62999 1.47088 1.19273
C 0.40770 2.12675 0.48637
N 1.14529 2.92658 0.05825
H 0.84226 -0.06623 -1.87212
H 0.52165 -1.78870 -1.71344
H -0.67929 -0.75078 -2.51164
H -1.49114 -1.19639 -0.21197
H 1.31233 -0.18827 0.56166
H 0.46409 -1.60963 1.23920
H -0.14315 0.34388 2.68060
H -1.12561 0.46644 -0.36444
```

Computed properties:
* 2S+1: 1
* net charge: 0
* highest occupied orbital energy (spin up / spin down): -8.63 / -8.59 eV

3.
One molecule with the formula C22H21NO3, computed with the ωB97M-V functional and the def2-TZVPD basis.

The geometry in XYZ format:
```
47
C22H21NO3 the ωB97M-V functional and the def2-TZVPD basis
C -6.40545 -3.05687 -0.19579
H -5.95933 -4.04069 -0.33048
O -5.32476 -2.15719 -0.18639
C -5.55676 -0.84463 -0.03352
C -6.82254 -0.29057 0.11979
C -6.97856 1.07848 0.27307
C -5.88869 1.91823 0.27764
C -4.61129 1.38018 0.12551
C -4.41739 0.00143 -0.03246
C -3.05996 -0.54337 -0.19309
O -2.79799 -1.72178 -0.34198
C -2.00228 0.48811 -0.15940
C -0.66613 0.11680 -0.29355
C 0.34218 1.06866 -0.26558
C 0.00490 2.41988 -0.10074
C -1.30927 2.80053 0.03281
C -2.32073 1.83804 0.00474
O -3.59528 2.27444 0.14176
H -1.58371 3.83596 0.16064
H 0.79003 3.16113 -0.07886
C 1.69737 0.68727 -0.40355
C 2.85496 0.36439 -0.48181
C 4.24675 -0.02082 -0.70734
N 4.57242 0.01249 -2.13493
H 4.01441 -0.67100 -2.63614
H 4.36850 0.92688 -2.52534
C 5.17100 0.96560 0.03733
C 6.48322 0.28742 0.40786
C 6.24483 -0.80645 1.45536
C 4.87292 -1.46574 1.26705
C 4.47431 -1.46129 -0.20302
H 5.26849 -1.90878 -0.80238
H 3.56419 -2.04648 -0.35167
H 4.89761 -2.49038 1.64169
H 4.11206 -0.92817 1.83713
H 6.30288 -0.37999 2.45874
H 7.03228 -1.55790 1.37422
H 6.91332 -0.14144 -0.49787
H 7.18877 1.02494 0.79420
H 5.35835 1.82527 -0.60861
H 4.67362 1.32544 0.94016
H -0.44007 -0.93164 -0.41872
H -5.99125 2.98437 0.39594
H -7.97067 1.48733 0.39039
H -7.69817 -0.91868 0.12121
H -6.95674 -3.03540 0.74996
H -7.09232 -2.85404 -1.02397
```

Computed properties:
* 2S+1: 1
* SMILES: COc1cccc2oc3ccc(C#CC4(N)CCCCC4)cc3c(=O)c12
* net charge: 0
* highest occupied orbital energy: -8.16 eV